[1]
Molecular formula: C6H15N4
Method: DFT, wB97M-V/def2-TZVPD

The calculation puts the LUMO energy at -4.864 eV. Its total energy is -456.27001 Ha. The energy relative to the best compared isomer or geometry (same formula, charge and spin) comes out at 79.1 kcal/mol. For the highest occupied orbital energy, the calculation gives -0.5395 Eh.

```
! RIJCOSX wB97M-V def2-TZVPD def2/J DEFGRID3
* xyz 1 1
C 1.70721 -0.08963 0.75114
C 0.66264 0.28563 -0.12529
C -0.61335 2.02760 0.70031
C -1.32551 -0.25754 1.33976
C -1.63501 0.30188 -1.04709
C -0.75794 0.54844 0.14844
N 2.92041 -0.00200 -0.05222
N 2.55604 0.19044 -1.20255
N 1.21804 0.46059 -1.34469
N 0.51123 -2.20613 -0.75849
H 1.97538 0.21663 1.76024
H 1.74586 -1.19402 0.82049
H -0.56002 2.13707 1.69981
H -1.56719 2.67298 0.56336
H 0.13146 2.69111 0.20221
H -2.40097 -0.19234 1.55968
H -1.24814 -1.36795 1.28624
H -0.73385 -0.10682 2.32752
H -2.46057 0.86301 -0.84917
H -1.76948 -0.76213 -1.14339
H -1.22335 0.64266 -2.04987
H 0.67069 0.51661 -2.18399
H 0.36343 -2.77263 -1.57106
H 0.40405 -2.74615 0.08621
H 1.42896 -1.85731 -0.91758
*
```


[2]
Molecular formula: C6H15N4O
Method: DFT, wB97M-V/def2-TZVPD

The calculation puts the LUMO energy at -3.222 eV. Its total energy is -531.55639 Ha. As for the SMILES: CN1CNC[C@@H]2[NH2+]CN[C@@]21O. The energy relative to the best compared isomer or geometry (same formula, charge and spin) comes out at 48.9 kcal/mol. For the highest occupied orbital energy, the calculation gives -0.4617 Eh.

```
! RIJCOSX wB97M-V def2-TZVPD def2/J DEFGRID3
* xyz 1 1
C 1.40928 -1.34085 0.29273
C 1.40116 0.44757 -1.29446
C -2.04178 -1.21906 0.18808
C 0.20272 -0.86738 1.07653
C -0.40253 0.39194 0.46836
C 0.07356 2.48456 -1.00730
N 2.12084 -0.44898 -0.51760
N -1.33954 -0.10693 -0.44677
N 0.69968 1.38717 -0.38533
N -0.89224 -1.85664 1.00000
O -0.91702 1.22425 1.54927
H 2.07569 -1.75183 1.10066
H 1.10568 -2.08748 -0.47417
H 2.10612 1.04470 -1.86006
H 0.71681 -0.11035 -2.06755
H -2.84384 -0.78742 0.81959
H -2.38931 -1.92669 -0.54131
H 0.42683 -0.75174 2.19313
H -0.10508 3.29223 -0.28790
H 0.74639 2.92149 -1.68743
H -0.95997 2.31588 -1.34972
H 2.76533 0.17255 -0.00163
H -2.05187 0.50648 -0.66944
H -1.24107 -2.24364 1.81701
H -0.41487 -2.68652 0.46711
H -0.25098 1.99664 1.61819
*
```


[3]
Molecular formula: C6H15N4O
Method: DFT, wB97M-V/def2-TZVPD

The calculation puts the LUMO energy at -3.551 eV. Its total energy is -531.55468 Ha. The energy relative to the best compared isomer or geometry (same formula, charge and spin) comes out at 50.0 kcal/mol. For the highest occupied orbital energy, the calculation gives -0.4520 Eh.

```
! RIJCOSX wB97M-V def2-TZVPD def2/J DEFGRID3
* xyz 1 1
C 1.76558 -1.52002 -0.38778
C 2.28948 0.69005 0.27544
C -0.24121 0.64969 -1.40836
C 0.56697 -0.99686 0.25487
C 1.01128 0.30835 1.04140
C -0.35262 1.98996 0.20066
N 2.40136 -0.24963 -0.79855
N -1.34921 2.83666 0.43020
N -3.51424 -1.90079 0.44646
N -0.35295 -0.57675 -0.78400
O 0.12795 1.34495 1.23720
H 2.47437 -2.11156 0.29515
H 1.73694 -2.22322 -1.31055
H 2.11530 1.71410 -0.08507
H 3.18454 0.81290 1.00564
H -1.23442 0.86552 -1.85144
H 0.58147 1.02179 -1.93081
H 0.03721 -1.65411 0.93628
H 1.17373 0.08361 2.12618
H 3.34597 -0.26494 -1.17807
H -1.66955 3.14122 1.33852
H -1.74935 3.42226 -0.36459
H -3.53172 -2.58380 1.18936
H -4.51049 -1.74415 0.16606
H -3.01657 -2.30283 -0.39876
H -1.28979 -0.75241 -0.44543
*
```


[4]
Molecular formula: C6H15N6OP
Method: DFT, wB97M-V/def2-TZVPD

The calculation puts the LUMO energy at 0.705 eV. Its total energy is -982.67923 Ha. The energy relative to the best compared isomer or geometry (same formula, charge and spin) comes out at 0.0 kcal/mol. For the highest occupied orbital energy, the calculation gives -0.2985 Eh.

```
! RIJCOSX wB97M-V def2-TZVPD def2/J DEFGRID3
* xyz 0 1
C 1.89201 0.65326 -1.19528
C 3.34743 0.05410 0.21207
C -1.26902 0.99059 1.77176
C -1.09661 2.59776 -0.15815
C -2.19013 -2.01069 -1.47889
C -1.18878 -2.15150 0.75552
N 3.14404 0.71952 -1.00059
N 1.20586 -0.07156 -0.29588
N 2.26398 -0.49732 0.67572
N 4.59743 -0.15193 0.67615
N -1.52121 1.30825 0.36110
N -1.67538 -1.25486 -0.31356
O -1.11880 0.58385 -2.10061
P -0.99530 0.18546 -0.70527
H 1.33748 1.04166 -2.08709
H -1.94949 0.16228 1.81060
H -0.19884 1.03539 1.97337
H -1.62696 1.94384 2.36601
H -1.20214 3.54268 0.46216
H -0.04836 2.40944 -0.48430
H -1.51364 2.77093 -1.09345
H -3.32182 -2.28648 -1.10489
H -2.22647 -1.37303 -2.36109
H -1.48204 -2.93528 -1.67813
H -1.29519 -1.82575 1.88659
H -1.85261 -3.02918 0.74727
H -0.19052 -2.59999 0.55745
H 5.36388 0.38375 0.09835
H 4.81120 -0.19519 1.70303
*
```


[5]
Molecular formula: C6H15NO
Method: DFT, wB97M-V/def2-TZVPD

The calculation puts the LUMO energy at 0.596 eV. Its total energy is -367.55948 Ha. As for the SMILES: CCC(=CN)CC.O. The energy relative to the best compared isomer or geometry (same formula, charge and spin) comes out at 45.1 kcal/mol. For the highest occupied orbital energy, the calculation gives -0.2826 Eh.

```
! RIJCOSX wB97M-V def2-TZVPD def2/J DEFGRID3
* xyz 0 1
C 2.06604 1.27876 -0.19653
C 1.37006 0.04455 0.31878
C -0.10824 0.00269 0.60838
C -1.03132 0.87310 0.22156
N -0.89337 2.09414 -0.46739
C -0.62073 -1.24643 1.34544
C 0.33559 -2.42390 1.61248
H 2.11470 1.40253 -1.27643
H 1.62978 2.17810 0.24460
H 3.12501 1.23482 0.07352
H 1.48484 -0.77066 -0.42573
H 1.98418 -0.38764 1.09568
H -2.07013 0.68200 0.48098
H -1.35417 2.11040 -1.37444
H 0.06940 2.32788 -0.66449
H -0.98668 -0.90199 2.31017
H -1.50175 -1.57355 0.79790
H -0.21771 -3.34813 1.52786
H 0.72895 -2.40156 2.62186
H 1.15300 -2.41403 0.90032
H -0.70788 -1.11321 -2.46623
H -0.62838 0.16013 -3.23502
O -1.24965 -0.34200 -2.67707
*
```